The following is a DFT calculation (ωB97M-V/def2-TZVPD) of a single C5H9NO molecule.

Its spin multiplicity is 1. As for the charge: 0. The calculation puts the HOMO energy at -8.638 eV. The frontier orbital gap is 8.61 eV. The lowest unoccupied orbital energy comes out at -0.03 eV. The electronic energy is -8863.9661 eV.

The geometry in XYZ format:
```
16
C5H9NO | the OMol25 dataset | ωB97M-V/def2-TZVPD
C 1.680 0.528 0.102
C 1.029 -0.572 0.911
N -0.093 -0.360 1.787
C -0.314 -1.222 0.597
C -0.843 -0.859 -0.688
C -1.481 0.449 -0.810
O -1.482 0.991 -2.104
H 2.304 0.096 -0.687
H 2.330 1.117 0.758
H 0.968 1.209 -0.370
H 1.748 -1.289 1.305
H -0.482 0.569 1.639
H -0.342 -2.279 0.854
H -1.299 0.241 -2.688
H -2.502 0.115 -0.488
H -1.222 1.268 -0.119
```

***

The following is a DFT calculation (ωB97M-V/def2-TZVPD) of a 8-piece molecular cluster, C36H73NO9P overall in a non-equilibrium geometry.

Its spin multiplicity is 1. As for the charge: -1. The calculation puts the HOMO energy at -4.357 eV. The frontier orbital gap is 6.48 eV. The lowest unoccupied orbital energy comes out at 2.12 eV. The electronic energy is -67711.7287 eV.

The geometry in XYZ format:
```
120
C36H73NO9P | the OMol25 dataset | ωB97M-V/def2-TZVPD
C -0.627 4.118 -3.414
C -0.369 3.251 -2.310
P 0.160 2.254 -0.724
O 0.409 1.443 0.827
C 1.328 2.284 1.662
C 0.213 3.017 2.669
C 2.145 3.453 0.789
N 2.150 4.596 1.780
C 2.353 5.945 1.127
C 3.883 6.530 1.196
C 5.016 5.606 0.451
O 1.346 3.537 -0.443
H -0.495 4.996 -4.210
H -0.920 2.959 -0.020
H -0.763 1.220 -1.190
H 1.152 1.412 -1.398
H 2.033 1.713 2.429
H -0.373 3.896 2.114
H -0.642 2.243 2.977
H 0.685 3.413 3.664
H 3.168 2.874 0.586
H 2.994 4.434 2.407
H 1.676 6.713 1.740
H 1.995 6.022 0.016
H 3.877 7.573 0.633
H 4.188 6.787 2.321
H 5.942 6.318 0.218
H 4.690 5.157 -0.581
H 5.447 4.777 1.195
C -0.967 -2.953 1.828
C -0.067 -1.823 1.397
C -0.267 -0.817 2.509
O -0.552 -1.564 3.700
C -0.810 -2.926 3.333
H -0.703 -3.918 1.389
H -2.005 -2.724 1.557
H 0.975 -2.164 1.384
H -0.308 -1.421 0.409
H -1.125 -0.167 2.308
H 0.615 -0.190 2.670
H 0.049 -3.526 3.652
H -1.700 -3.287 3.854
C 4.805 -4.362 0.698
C 4.432 -4.764 -0.705
C 2.945 -4.486 -0.731
O 2.711 -3.393 0.168
C 3.901 -3.172 0.937
H 5.864 -4.124 0.821
H 4.551 -5.170 1.395
H 4.946 -4.116 -1.425
H 4.676 -5.802 -0.945
H 2.374 -5.346 -0.367
H 2.585 -4.225 -1.730
H 4.363 -2.246 0.579
H 3.641 -3.047 1.992
C -4.474 6.175 0.843
C -5.144 4.949 0.279
C -3.959 4.105 -0.139
O -2.886 4.422 0.758
C -3.249 5.588 1.509
H -5.104 6.742 1.534
H -4.173 6.842 0.027
H -5.707 4.437 1.068
H -5.828 5.162 -0.546
H -3.632 4.354 -1.154
H -4.172 3.033 -0.094
H -3.468 5.271 2.534
H -2.408 6.288 1.533
C 0.266 10.516 -0.883
C -0.404 9.290 -1.447
C 0.781 8.446 -1.865
O 1.854 8.763 -0.968
C 1.491 9.929 -0.217
H -0.364 11.082 -0.192
H 0.567 11.183 -1.699
H -0.967 8.778 -0.658
H -1.088 9.503 -2.272
H 1.108 8.695 -2.880
H 0.568 7.374 -1.820
H 1.272 9.612 0.808
H 2.332 10.629 -0.193
C -0.132 -9.693 -0.641
C 0.019 -8.730 -1.789
C 1.100 -7.800 -1.283
O 1.942 -8.573 -0.416
C 1.293 -9.824 -0.148
H -0.573 -10.652 -0.926
H -0.758 -9.245 0.140
H 0.373 -9.265 -2.678
H -0.905 -8.208 -2.050
H 0.676 -6.981 -0.693
H 1.699 -7.373 -2.093
H 1.832 -10.604 -0.695
H 1.348 -10.046 0.922
C -0.572 -1.423 -3.375
C -1.241 -2.649 -3.939
C -0.057 -3.493 -4.357
O 1.017 -3.176 -3.460
C 0.654 -2.010 -2.709
H -1.202 -0.857 -2.685
H -0.270 -0.756 -4.191
H -1.805 -3.161 -3.150
H -1.926 -2.436 -4.765
H 0.271 -3.244 -5.372
H -0.270 -4.565 -4.313
H 0.434 -2.328 -1.684
H 1.494 -1.310 -2.685
C -5.203 -5.994 1.831
C -4.094 -7.008 1.942
C -3.301 -6.751 0.679
O -3.451 -5.358 0.370
C -4.493 -4.818 1.195
H -5.667 -5.744 2.789
H -5.983 -6.368 1.158
H -3.477 -6.789 2.822
H -4.448 -8.039 2.021
H -3.700 -7.325 -0.164
H -2.240 -6.990 0.794
H -4.024 -4.181 1.952
H -5.163 -4.203 0.587
```

***

The following is a DFT calculation (ωB97M-V/def2-TZVPD) of an isolated ion of composition C12H11F3IN2O2S and charge +1 in a non-equilibrium geometry.

Its spin multiplicity is 1. As for the charge: +1. The calculation puts the HOMO energy at -11.744 eV. The frontier orbital gap is 6.85 eV. The SMILES is Cc1ccc(Cn2cc(S(=O)(=O)C(F)(F)F)[nH+]c2I)cc1. The lowest unoccupied orbital energy comes out at -4.89 eV. The electronic energy is -46770.3237 eV.

The geometry in XYZ format:
```
32
C12H11F3IN2O2S | the OMol25 dataset | ωB97M-V/def2-TZVPD
C -4.745 1.340 -0.813
C -3.507 0.452 -0.292
C -2.832 -0.611 -1.233
C -1.633 -1.502 -0.801
C -1.106 -1.333 0.643
C 0.147 -2.162 1.258
N 1.284 -1.184 1.338
C 1.779 -0.785 0.038
C 2.888 0.237 0.350
S 3.886 1.143 -0.909
O 5.233 0.460 -1.015
O 4.098 2.559 -0.409
C 3.059 1.298 -2.577
F 2.982 2.634 -3.029
F 3.872 0.583 -3.503
F 1.751 0.768 -2.646
N 2.945 0.285 1.813
C 1.956 -0.577 2.449
I 1.524 -0.923 4.534
C -1.751 -0.293 1.618
C -2.955 0.592 1.164
H -4.312 2.261 -1.331
H -5.392 0.793 -1.588
H -5.449 1.613 0.051
H -3.279 -0.694 -2.280
H -1.160 -2.239 -1.537
H -0.112 -2.639 2.262
H 0.461 -2.949 0.472
H 1.463 -1.116 -1.015
H 3.606 0.858 2.375
H -1.324 -0.181 2.674
H -3.378 1.311 1.940
```

***

The following is a DFT calculation (ωB97M-V/def2-TZVPD) of an isolated ion of composition C3H7N2 and charge +1 in a non-equilibrium geometry.

Its spin multiplicity is 1. As for the charge: +1. The calculation puts the HOMO energy at -14.151 eV. The frontier orbital gap is 8.97 eV. The lowest unoccupied orbital energy comes out at -5.18 eV. The electronic energy is -6195.1580 eV.

The geometry in XYZ format:
```
12
C3H7N2 | the OMol25 dataset | ωB97M-V/def2-TZVPD
C 1.425 -0.599 -0.242
C -0.659 -0.215 -0.358
C -2.047 0.049 -0.013
N 0.315 -0.213 0.494
N 2.432 0.237 -0.104
H -0.289 -0.448 -1.381
H -2.323 -0.840 0.519
H -2.657 0.028 -0.909
H -2.153 0.845 0.648
H 0.211 0.114 1.396
H 3.222 0.050 -0.610
H 2.522 0.991 0.560
```

***

The following is a DFT calculation (ωB97M-V/def2-TZVPD) of a 2-piece molecular cluster, C5H12Cl3N2O2P overall in a non-equilibrium geometry.

Its spin multiplicity is 1. As for the charge: 0. The calculation puts the HOMO energy at -8.004 eV. The frontier orbital gap is 8.33 eV. The lowest unoccupied orbital energy comes out at 0.33 eV. The electronic energy is -59310.5694 eV.

The geometry in XYZ format:
```
25
C5H12Cl3N2O2P | the OMol25 dataset | ωB97M-V/def2-TZVPD
C -0.420 2.223 -1.367
C 1.217 0.505 -1.417
C 0.205 -2.161 0.597
C -0.548 -0.472 2.155
C -1.126 -0.208 -0.160
N 0.296 1.240 -0.577
N -0.678 -1.025 0.848
O -3.387 0.212 -2.440
O -1.294 -0.901 -1.331
P -2.734 -1.037 -2.113
Cl -2.553 0.677 0.449
Cl -3.839 -2.241 -1.056
Cl -1.969 -2.149 -3.567
H -1.031 1.693 -2.188
H -1.148 2.568 -0.647
H 0.286 2.962 -1.881
H 1.587 -0.360 -0.901
H 0.721 0.064 -2.400
H 1.987 1.106 -1.932
H 0.141 -2.470 -0.463
H 1.306 -1.886 0.766
H -0.082 -2.970 1.325
H -1.172 -1.001 2.925
H 0.475 -0.525 2.588
H -0.989 0.529 2.235
```